{
  "formula": "C4H7N3",
  "method": "ωB97M-V/def2-TZVPD",
  "symbols": ["C", "C", "N", "C", "N", "C", "N", "H", "H", "H", "H", "H", "H", "H"],
  "positions_angstrom": [[-1.371937, -2.553972, 0.749508], [0.729812, 2.098176, 0.204257], [-0.458936, -2.064473, 1.464200], [0.299586, 1.084621, -0.816935], [-0.361579, 1.259856, -1.873773], [0.882938, -0.261466, -0.574754], [1.542321, -1.199767, -0.515320], [0.499699, -2.145201, 1.124065], [-0.638736, 2.223444, -2.056969], [-2.289465, -2.858178, 1.240908], [-1.362147, -2.610858, -0.342342], [0.354826, 1.806016, 1.185424], [1.817647, 2.132331, 0.261957], [0.355970, 3.089472, -0.050225]],
  "forces_ev_per_angstrom": [[0.1, 0.6, -0.2], [-0.1, 0.1, 0.0], [0.4, -1.6, 1.5], [0.4, 0.0, 0.2], [-0.1, -0.5, -0.3], [0.1, 0.6, -0.8], [-0.1, 0.1, 0.1], [-0.5, 1.0, -0.8], [0.1, 0.0, 0.4], [-0.5, 0.5, -0.1], [0.4, -0.7, -0.1], [0.0, 0.0, 0.0], [0.0, 0.0, 0.0], [0.0, -0.1, 0.0]],
  "nbo_charge": [-0.031, -0.671, -0.634, 0.212, -0.543, 0.249, -0.310, 0.367, 0.350, 0.153, 0.143, 0.246, 0.242, 0.225],
  "e_tot_ev": -8729.5410,
  "lumo_energy_ev": 0.2457,
  "e_above_lowest_kj_mol": 206.3,
  "orbital_gap_ha": 0.34854
}